1.
Formula: C4H5NOS
Source: OMol25
Level of theory: wB97M-V/def2-TZVPD

Last column: Löwdin charge in e.
Geometry (Å):
O  -0.0367  2.0758  0.0610  0.11
C  0.3772  0.9640  -0.0640  -0.59
C  1.8529  0.9220  -0.1307  -0.53
S  2.7170  -0.4498  0.0156  0.74
N  -0.3162  -0.1488  -0.4423  -0.14
C  -0.4756  -1.4272  0.0195  -0.10
C  -1.6268  -0.2906  0.1093  -0.07
H  2.3560  1.8942  -0.2189  0.07
H  -0.2022  -1.7308  1.0364  0.11
H  -0.5799  -2.0783  -0.8434  0.11
H  -2.4233  0.0369  -0.7065  0.15
H  -1.6424  0.2325  1.1641  0.14

Summary:
- Energy above the lowest of the compared OMol25 structures with the same formula, charge and spin: 3.283 eV
- SMILES: O=C(C=S)N1CC1
- Frontier orbital gap: 8.00 eV
- Spin multiplicity: 1
- DFT total energy: -683.48726 Ha

---

2.
Formula: C22H35NO2P2S2W
Source: OMol25
Level of theory: wB97M-V/def2-TZVPD

Last column: Löwdin charge in e.
Geometry (Å):
P  2.5702  0.8522  -0.9554  0.90
P  0.2812  -2.4656  -1.4517  0.73
C  2.9177  -0.7765  -1.7344  -0.40
C  1.7245  -1.4852  -2.3995  -0.53
H  3.5269  -1.4894  -1.1537  0.12
H  3.5446  -0.4219  -2.5422  0.00
H  1.4637  -1.0893  -3.4005  0.09
H  2.0081  -2.5288  -2.6012  0.03
C  1.1381  -3.4952  -0.2561  -0.20
H  0.3791  -3.7701  0.4864  0.07
H  1.9565  -2.9743  0.2606  0.08
H  1.5388  -4.4109  -0.7037  0.08
C  -0.9269  -3.1063  -2.5874  -0.20
H  -0.5376  -3.9443  -3.1831  0.08
H  -1.2874  -2.3180  -3.2692  0.08
H  -1.7624  -3.4463  -1.9582  0.08
C  3.9320  1.6326  -0.0278  -0.16
H  3.5464  2.5461  0.4473  0.07
H  4.7946  1.9057  -0.6441  0.07
H  4.2771  0.9560  0.7680  0.08
C  1.9434  1.8570  -2.5107  -0.20
H  0.8873  1.6909  -2.8657  0.06
H  2.5652  1.7308  -3.3893  0.01
H  1.9880  2.9124  -2.2049  0.08
W  0.4740  -0.0810  -1.4538  0.86
C  2.6903  -2.5829  -4.8879  -0.11
C  3.4054  -3.2028  -3.9236  -0.14
C  4.9079  -3.2167  -3.9311  -0.17
C  5.6014  -1.8807  -4.2685  -0.16
C  4.8744  -0.6147  -3.8858  -0.12
C  3.9271  -0.0237  -4.6494  -0.11
C  3.6742  -0.5194  -6.0467  -0.17
C  3.3601  -2.0087  -6.1148  -0.17
C  0.1570  1.7649  -0.2839  -0.36
H  1.5993  -2.6231  -4.9215  0.11
H  2.9799  -3.9463  -3.2370  0.11
H  5.2864  -3.9839  -4.6365  0.14
H  5.2571  -3.5656  -2.9466  0.11
H  6.5541  -1.8818  -3.7158  0.12
H  5.9072  -1.8948  -5.3300  0.12
H  5.3375  -0.1094  -3.0245  0.12
H  3.5074  0.9395  -4.4042  0.07
H  4.5547  -0.3217  -6.6820  0.14
H  2.8602  0.0625  -6.4986  0.12
H  2.7068  -2.1845  -6.9805  0.13
H  4.2873  -2.5557  -6.3528  0.11
H  -0.9305  1.9203  -0.3799  0.01
H  0.6459  2.7213  -0.5341  0.01
H  0.3617  1.5303  0.7716  0.00
O  -5.7262  0.2622  1.2341  -0.25
S  -4.5592  1.1216  1.2038  0.70
O  -4.7345  2.4850  0.7491  -0.26
N  -3.2217  0.3787  0.4340  -0.07
C  -2.2749  0.0463  1.2240  -0.49
S  -0.7853  -0.8618  0.3429  0.58
C  -2.4457  0.5049  2.6469  -0.19
C  -1.6766  0.4141  3.8285  -0.02
C  -2.1614  0.9710  5.0069  -0.05
C  -3.4141  1.6067  5.0696  -0.02
C  -4.2106  1.6588  3.9177  -0.01
C  -3.7008  1.1236  2.7545  -0.24
H  -0.7268  -0.1290  3.7611  0.12
H  -1.5427  0.9075  5.9110  0.12
H  -3.7463  2.0560  5.9821  0.11
H  -5.2090  2.1024  3.9256  0.14

Summary:
- Energy above the lowest of the compared OMol25 structures with the same formula, charge and spin: 2.179 eV
- Frontier orbital gap (alpha / beta): 6.50 / 6.44 eV
- Spin multiplicity: 3
- DFT total energy: -2609.74857 Ha
- <S²>: 2.0328
- Total charge: +2

---

3.
Formula: C13H19CuP2
Source: OMol25
Level of theory: wB97M-V/def2-TZVPD

Last column: Löwdin charge in e.
Geometry (Å):
C  -0.8815  -3.2987  -0.7364  -0.34
C  -0.0114  -4.3405  -0.7671  -0.32
C  1.3927  -4.2341  -0.7251  -0.23
C  2.0848  -3.0067  -0.7345  -0.31
C  1.5048  -1.7761  -0.7322  -0.31
Cu  -0.2436  -1.6784  -0.2836  -0.01
P  -2.5081  -1.0877  -0.1882  0.71
H  -1.9506  -3.5454  -0.8785  -0.05
H  -0.4170  -5.3602  -0.8531  0.07
H  1.9769  -5.1560  -0.7584  0.05
H  2.1709  -0.9119  -0.9017  -0.01
H  3.1834  -3.0777  -0.7677  0.07
H  -3.0418  -0.4779  0.9865  -0.14
H  -3.4581  -2.1365  -0.3362  -0.11
H  -2.9495  -0.1931  -1.2076  -0.13
C  2.0767  0.6561  1.3186  -0.26
P  0.3688  0.2670  0.8286  0.83
C  -0.5188  0.2998  2.4155  -0.29
C  -0.1124  1.8477  0.0116  -0.35
C  -0.0180  1.9332  -1.3880  -0.09
C  -0.2062  3.1618  -2.0253  -0.10
C  -0.5085  4.3043  -1.2777  -0.11
C  -0.6472  4.2083  0.1116  -0.10
C  -0.4577  2.9832  0.7574  -0.10
H  2.5072  -0.1959  1.8581  0.05
H  2.0892  1.5485  1.9620  0.04
H  2.6742  0.8529  0.4209  0.04
H  -0.2545  1.1984  2.9856  0.02
H  -1.5997  0.2604  2.2423  0.00
H  -0.2120  -0.5879  2.9828  0.05
H  0.2037  1.0381  -1.9749  0.10
H  -0.1149  3.2268  -3.1109  0.10
H  -0.6408  5.2662  -1.7754  0.09
H  -0.9035  5.0903  0.7002  0.09
H  -0.5775  2.9217  1.8409  0.09

Summary:
- Frontier orbital gap (alpha / beta): 3.95 / 4.12 eV
- Spin multiplicity: 2
- DFT total energy: -2829.75909 Ha
- <S²>: 0.7619
- Total charge: -1

---

4.
Formula: C8H14N2O
Source: OMol25
Level of theory: wB97M-V/def2-TZVPD

Last column: Löwdin charge in e.
Geometry (Å):
C  -3.2793  0.0800  0.6890  -0.16
C  -2.0769  0.7150  0.8306  -0.09
C  -2.0119  -0.6763  -0.8410  -0.21
C  0.4575  1.9758  -0.7757  -0.04
C  0.5730  -1.5361  0.8770  -0.03
C  2.4846  -0.5859  -0.5983  -0.03
C  0.1634  0.5562  -0.4002  -0.18
C  1.2225  -0.3177  0.2448  -0.62
N  -3.1837  -0.8224  -0.3214  0.06
N  -1.2399  0.2596  -0.2027  -0.06
O  1.7107  0.4717  1.3347  -0.04
H  -4.2402  0.1331  1.2000  0.10
H  -1.8469  1.4190  1.6786  0.13
H  -1.4636  -1.2223  -1.5752  0.07
H  0.5535  2.1741  -1.8001  0.05
H  -0.3166  2.7078  -0.3712  0.11
H  1.5030  2.2938  -0.5383  0.10
H  0.2868  -2.4129  0.1711  0.13
H  -0.2039  -1.1061  1.4855  0.07
H  1.3073  -2.0295  1.6018  0.11
H  3.1180  0.3607  -0.5971  0.10
H  2.0488  -0.7760  -1.6848  0.07
H  2.9967  -1.4700  -0.1401  0.09
H  0.1893  -0.4592  -2.4194  0.18
H  1.2475  0.2675  2.1522  0.09

Summary:
- Energy above the lowest of the compared OMol25 structures with the same formula, charge and spin: 5.060 eV
- Frontier orbital gap (alpha / beta): 7.74 / 8.67 eV
- Spin multiplicity: 1
- DFT total energy: -497.79176 Ha

---

Number 1: M 115.2 g mol⁻¹. Number 2: M 655.4 g mol⁻¹. Number 3: M 300.8 g mol⁻¹. Number 4: M 154.2 g mol⁻¹.